A structure of composition C49H46CdN6O5 at a distorted geometry, computed with the ωB97M-V functional and the def2-TZVPD basis.

Positions of all 107 atoms, in Å:
Cd1 0.60 -0.49 0.60
C1 0.91 3.40 3.66
O1 0.54 3.83 2.33
C2 1.59 3.59 1.46
C3 2.24 4.72 0.92
C4 3.23 4.56 0.02
C5 3.60 3.28 -0.37
C6 3.04 2.14 0.18
C7 3.54 0.89 -0.36
N1 2.95 -0.24 -0.28
N2 3.62 -1.31 -0.88
C8 2.90 -2.40 -0.62
O2 1.80 -2.53 0.01
C9 3.46 -3.65 -1.28
C10 2.69 -4.85 -1.28
C11 3.23 -5.95 -1.85
C12 4.46 -5.92 -2.47
C13 5.22 -4.79 -2.46
C14 4.74 -3.63 -1.87
C15 1.93 2.27 1.12
O3 1.25 1.33 1.71
H1 -0.04 3.36 4.19
H2 1.57 4.16 4.13
H3 1.29 2.38 3.61
H4 1.81 5.68 1.22
H5 3.69 5.44 -0.46
H6 4.22 3.14 -1.20
H7 4.41 0.98 -1.02
H8 1.65 -4.83 -0.93
H9 2.64 -6.86 -1.90
H10 4.76 -6.85 -3.02
H11 6.23 -4.74 -2.94
H12 5.34 -2.73 -1.91
O4 -3.07 -2.30 6.81
C16 -3.42 -2.64 5.67
O5 -4.55 -3.12 5.33
C17 -2.43 -2.27 4.51
C18 -1.16 -1.93 4.78
C19 -0.36 -1.53 3.68
N3 -0.74 -1.59 2.43
C20 -1.97 -2.11 2.13
C21 -2.83 -2.41 3.18
C22 -2.33 -2.26 0.73
C23 -3.69 -2.38 0.27
C24 -3.96 -2.61 -1.05
C25 -2.88 -2.74 -1.87
C26 -1.61 -2.47 -1.45
N4 -1.35 -2.21 -0.16
C27 0.95 -0.84 3.91
C28 1.20 -0.14 5.06
C29 2.47 0.28 5.39
C30 3.45 0.04 4.46
C31 3.09 -0.57 3.25
N5 1.87 -0.99 3.00
H13 -0.90 -1.78 5.80
H14 -3.88 -2.75 3.05
H15 -4.49 -2.28 0.98
H16 -4.99 -2.70 -1.39
H17 -3.02 -3.06 -2.93
H18 -0.79 -2.43 -2.14
H19 0.30 0.04 5.66
H20 2.62 0.81 6.30
H21 4.43 0.44 4.58
H22 3.82 -0.61 2.46
C32 -0.98 1.59 -5.96
C33 -0.33 0.74 -4.89
C34 0.40 -0.41 -5.15
C35 1.04 -1.04 -4.04
C36 2.00 -2.15 -4.23
C37 0.72 -0.70 -2.74
C38 -0.17 0.34 -2.44
C39 -0.60 1.10 -3.57
N6 -0.46 0.51 -1.12
C40 -1.53 1.40 -0.72
C41 -1.24 2.88 -0.89
C42 -2.40 3.78 -0.32
C43 -3.65 3.45 -1.14
C44 -3.99 1.96 -0.97
C45 -4.29 1.74 0.52
C46 -2.98 2.03 1.31
C47 -2.61 3.51 1.19
C48 -1.80 1.25 0.75
C49 -2.87 1.09 -1.46
H23 -0.77 2.68 -5.84
H24 -2.09 1.52 -5.97
H25 -0.52 1.28 -6.89
H26 0.68 -0.73 -6.14
H27 1.47 -3.12 -4.09
H28 2.67 -2.13 -3.36
H29 2.57 -2.10 -5.15
H30 1.09 -1.17 -1.88
H31 -1.27 1.96 -3.43
H32 -1.02 3.08 -1.94
H33 -0.32 3.12 -0.37
H34 -2.15 4.82 -0.43
H35 -3.45 3.78 -2.19
H36 -4.46 4.01 -0.75
H37 -4.87 1.68 -1.57
H38 -4.59 0.69 0.73
H39 -5.10 2.35 0.85
H40 -3.18 1.90 2.36
H41 -1.66 3.75 1.74
H42 -3.41 4.21 1.38
H43 -1.94 0.22 0.96
H44 -0.93 1.61 1.23
H45 -2.78 1.21 -2.55
H46 -3.12 0.03 -1.34

Results
Molecular weight   911.36 Da
DFT total energy   -2767.40898 Eh
Energy above the lowest of the compared OMol25 structures with the same formula, charge and spin   0.00 kJ/mol
HOMO   -1.905 eV
Net charge   -2
Maximum force   3.4 eV/Å
Spin multiplicity   1
HOMO-LUMO gap   6.18 eV

***

A structure of composition C49H46CuN5OSTe, computed with the ωB97M-V functional and the def2-TZVPD basis.

Positions of all 104 atoms, in Å:
Cu1 -0.59 -0.11 3.63
N1 1.06 -1.48 -0.36
C1 0.25 -2.54 -0.83
C2 0.80 -3.76 -1.16
C3 -0.03 -4.76 -1.67
C4 -1.39 -4.55 -1.79
C5 -1.94 -3.33 -1.39
C6 -1.12 -2.32 -0.93
S1 -1.74 -0.74 -0.45
N2 -0.63 -0.33 0.78
C7 0.58 -0.66 0.62
C8 1.25 1.24 1.93
C9 1.94 2.28 1.34
C10 1.64 3.58 1.72
C11 0.68 3.78 2.70
C12 0.05 2.68 3.25
N3 0.32 1.43 2.87
H1 2.05 -1.69 -0.31
H2 1.86 -3.93 -1.04
H3 0.40 -5.72 -1.95
H4 -2.03 -5.33 -2.17
H5 -3.01 -3.17 -1.45
H6 2.68 2.07 0.58
H7 2.16 4.42 1.27
H8 0.41 4.77 3.03
H9 -0.71 2.79 4.01
C13 -2.73 -0.96 8.49
C14 -3.12 -2.08 7.77
C15 -2.63 -2.31 6.49
C16 -1.72 -1.43 5.89
C17 -1.34 -0.30 6.63
C18 -1.84 -0.07 7.90
N4 -1.26 -1.59 4.59
C19 -1.08 -2.86 4.07
C20 -1.31 -3.11 2.71
C21 -1.08 -4.35 2.14
C22 -0.60 -5.40 2.91
C23 -0.36 -5.18 4.26
C24 -0.58 -3.94 4.83
H10 -3.12 -0.78 9.48
H11 -3.82 -2.78 8.19
H12 -2.97 -3.18 5.94
H13 -0.62 0.39 6.20
H14 -1.52 0.81 8.45
H15 -1.72 -2.30 2.11
H16 -1.28 -4.49 1.08
H17 -0.43 -6.37 2.47
H18 0.02 -5.98 4.88
H19 -0.37 -3.78 5.88
C25 1.41 7.81 -4.24
C26 1.12 6.45 -3.67
C27 0.35 6.30 -2.53
C28 0.07 5.05 -1.98
C29 -0.82 5.00 -0.77
C30 0.59 3.91 -2.61
Te1 0.16 1.99 -1.81
N5 1.55 -0.09 1.51
C31 2.26 -0.88 2.46
O1 2.49 -0.45 3.56
C32 2.77 -2.20 1.99
C33 2.29 -3.37 2.56
C34 2.82 -4.59 2.16
C35 3.83 -4.64 1.22
C36 4.33 -3.47 0.66
C37 3.80 -2.25 1.05
C38 -0.78 1.16 -3.51
C39 -0.25 0.04 -4.15
C40 1.04 -0.63 -3.78
C41 -0.95 -0.52 -5.23
C42 -2.14 0.01 -5.68
C43 -2.88 -0.60 -6.84
C44 -2.65 1.13 -5.03
C45 -2.00 1.71 -3.95
C46 -2.64 2.90 -3.29
C47 1.39 4.04 -3.75
C48 1.99 2.85 -4.45
C49 1.63 5.31 -4.26
H20 0.93 8.60 -3.66
H21 1.04 7.88 -5.27
H22 2.48 8.01 -4.27
H23 -0.06 7.18 -2.04
H24 -1.86 4.81 -1.05
H25 -0.79 5.95 -0.24
H26 -0.54 4.21 -0.07
H27 1.50 -3.33 3.31
H28 2.42 -5.50 2.59
H29 4.24 -5.60 0.91
H30 5.14 -3.51 -0.05
H31 4.19 -1.33 0.63
H32 1.59 -0.10 -3.00
H33 1.69 -0.72 -4.66
H34 0.85 -1.65 -3.42
H35 -0.54 -1.39 -5.72
H36 -2.34 -1.46 -7.24
H37 -3.00 0.12 -7.65
H38 -3.88 -0.93 -6.54
H39 -3.59 1.56 -5.37
H40 -3.61 3.12 -3.74
H41 -2.01 3.79 -3.39
H42 -2.78 2.73 -2.22
H43 2.51 2.20 -3.75
H44 2.70 3.17 -5.22
H45 1.22 2.24 -4.94
H46 2.25 5.40 -5.15

Results
Molecular weight   944.15 Da
DFT total energy   -4550.57136 Eh
Energy above the lowest of the compared OMol25 structures with the same formula, charge and spin   14.02 kJ/mol
HOMO   -6.205 eV
Maximum force   0.3 eV/Å
Spin multiplicity   1
HOMO-LUMO gap   6.18 eV

***

A structure of composition C49H46N5O5TeTi at a distorted geometry, computed with the ωB97M-V functional and the def2-TZVPD basis.

Positions of all 107 atoms, in Å:
Ti1 1.48 1.10 -0.21
C1 2.62 5.17 -0.52
C2 2.38 3.89 0.23
O1 2.16 2.84 -0.51
C3 2.45 3.83 1.58
C4 2.34 2.58 2.31
C5 2.82 2.51 3.72
N1 1.88 1.54 1.72
N2 1.99 0.29 2.38
C6 2.51 -0.57 1.53
O2 2.91 -0.26 0.34
C7 2.67 -1.96 2.04
C8 2.01 -2.41 3.18
C9 2.19 -3.71 3.62
C10 3.03 -4.58 2.94
C11 3.68 -4.14 1.79
C12 3.49 -2.84 1.34
H1 3.69 5.33 -0.66
H2 2.15 5.10 -1.51
H3 2.21 6.03 0.01
H4 2.69 4.73 2.13
H5 2.94 3.51 4.13
H6 2.12 1.94 4.33
H7 3.78 1.99 3.76
H8 1.35 -1.72 3.70
H9 1.66 -4.05 4.51
H10 3.17 -5.59 3.29
H11 4.33 -4.81 1.24
H12 3.96 -2.49 0.43
C13 5.46 -0.51 -1.23
C14 5.01 0.86 -1.65
O3 5.32 1.89 -1.08
N3 4.22 0.88 -2.79
C15 3.49 2.06 -3.19
C16 2.03 1.79 -3.49
C17 1.55 2.09 -4.76
C18 0.24 1.81 -5.09
C19 -0.55 1.22 -4.15
C20 0.00 0.94 -2.90
N4 1.26 1.23 -2.57
H13 6.19 -0.41 -0.42
H14 5.91 -1.05 -2.07
H15 4.60 -1.06 -0.86
H16 3.91 -0.01 -3.16
H17 3.90 2.49 -4.10
H18 3.62 2.79 -2.39
H19 2.23 2.54 -5.48
H20 -0.14 2.05 -6.08
H21 -1.59 0.96 -4.33
H22 -0.60 0.48 -2.14
C21 -4.60 -2.99 -0.64
C22 -3.26 -2.28 -0.58
C23 -2.09 -3.00 -0.65
C24 -0.82 -2.33 -0.64
C25 0.42 -3.11 -0.92
O4 1.55 -2.68 -0.90
C26 0.32 -4.59 -1.28
C27 1.07 -5.48 -0.52
C28 1.08 -6.84 -0.83
C29 0.36 -7.31 -1.91
C30 -0.37 -6.43 -2.69
C31 -0.40 -5.07 -2.37
C32 -0.77 -0.97 -0.38
O5 0.37 -0.33 -0.24
C33 -1.98 -0.18 -0.33
C34 -3.21 -0.90 -0.48
C35 -1.92 1.25 -0.21
N5 -0.80 2.00 -0.03
C36 -0.96 3.45 0.09
C37 -1.83 4.00 1.24
Te1 -1.31 3.45 3.25
C38 -2.45 1.69 3.36
C39 -3.68 1.68 4.01
C40 -4.45 0.52 4.06
C41 -3.98 -0.64 3.44
C42 -2.75 -0.64 2.80
C43 -1.98 0.52 2.77
C44 -3.26 1.93 -0.34
C45 -3.54 2.70 -1.47
C46 -4.74 3.39 -1.59
C47 -5.70 3.30 -0.58
C48 -5.44 2.51 0.53
C49 -4.24 1.83 0.65
H23 -4.47 -4.07 -0.64
H24 -5.15 -2.71 -1.54
H25 -5.23 -2.72 0.21
H26 -2.14 -4.08 -0.72
H27 1.65 -5.09 0.31
H28 1.66 -7.52 -0.22
H29 0.37 -8.37 -2.15
H30 -0.93 -6.79 -3.55
H31 -0.96 -4.38 -2.98
H32 -4.15 -0.36 -0.50
H33 -1.35 3.91 -0.82
H34 0.04 3.85 0.23
H35 -2.87 3.72 1.16
H36 -1.78 5.09 1.23
H37 -4.06 2.59 4.47
H38 -5.41 0.52 4.56
H39 -4.58 -1.55 3.46
H40 -2.39 -1.54 2.30
H41 -1.03 0.52 2.26
H42 -2.80 2.76 -2.26
H43 -4.94 3.99 -2.47
H44 -6.63 3.85 -0.67
H45 -6.18 2.42 1.32
H46 -4.04 1.21 1.51

Results
Molecular weight   960.40 Da
DFT total energy   -3662.47218 Eh
⟨S²⟩   2.039
Energy above the lowest of the compared OMol25 structures with the same formula, charge and spin   110.23 kJ/mol
HOMO (alpha / beta)   -2.050 / -5.067 eV
Net charge   -1
Maximum force   2.4 eV/Å
Spin multiplicity   3
HOMO-LUMO gap (alpha / beta)   4.35 / 7.36 eV

***

A cluster of 10 separate species, C49H50BBrF9I2O33 in total at a distorted geometry, computed with the ωB97M-V functional and the def2-TZVPD basis.

Positions of all 145 atoms, in Å:
C1 3.79 8.23 -0.21
C2 3.41 6.86 -0.87
C3 3.11 5.85 0.26
Br1 1.55 6.55 1.29
C4 2.74 4.45 -0.23
C5 1.52 4.25 -0.82
C6 1.10 3.00 -1.26
C7 -0.29 2.86 -1.85
C8 -1.33 2.89 -0.66
C9 -0.83 2.11 0.58
C10 -1.66 4.38 -0.26
C11 1.99 1.95 -1.09
C12 3.25 2.15 -0.50
C13 3.67 3.41 -0.06
C14 5.03 3.65 0.58
B1 6.06 4.18 -0.52
O1 6.67 5.42 -0.39
O2 6.41 3.43 -1.64
C15 4.17 0.95 -0.31
O3 5.37 0.98 -0.45
C16 3.44 -0.33 0.03
C17 4.03 -1.31 1.00
I1 5.35 -2.83 0.37
C18 3.70 -1.18 2.28
C19 4.19 -2.07 3.41
I2 2.40 0.42 2.89
C20 2.25 -0.54 -0.54
C21 1.42 -1.78 -0.26
O4 0.19 -1.59 -0.04
O5 1.91 -2.93 -0.23
C22 1.67 0.50 -1.48
O6 1.04 0.19 -2.46
H1 4.62 8.73 -0.73
H2 4.14 8.00 0.80
H3 2.91 8.87 -0.08
H4 4.24 6.48 -1.47
H5 2.47 6.97 -1.43
H6 3.92 5.83 0.99
H7 0.82 5.07 -0.94
H8 -0.54 3.69 -2.53
H9 -0.45 1.93 -2.41
H10 -2.26 2.40 -0.98
H11 -0.49 1.10 0.34
H12 -0.05 2.65 1.13
H13 -1.67 2.04 1.29
H14 -1.24 4.55 0.74
H15 -2.74 4.52 -0.28
H16 -1.19 5.03 -1.01
H17 4.97 4.34 1.43
H18 5.43 2.72 1.01
H19 6.53 5.95 -1.18
H20 5.68 3.44 -2.28
H21 5.04 -1.62 3.94
H22 4.39 -3.08 3.02
H23 3.38 -2.13 4.15
C23 5.72 -6.65 -2.00
C24 7.03 -6.36 -1.31
O7 7.23 -7.51 -0.51
C25 6.61 -8.54 -1.16
O8 6.79 -9.69 -0.92
O9 5.76 -8.08 -2.11
F1 6.93 -5.27 -0.51
H24 4.86 -6.36 -1.39
H25 5.63 -6.18 -2.97
H26 7.87 -6.23 -1.99
C26 6.37 -5.56 5.22
C27 5.55 -6.07 6.38
O10 5.53 -4.96 7.26
C28 5.64 -3.85 6.47
O11 5.39 -2.75 6.83
O12 6.06 -4.17 5.22
F2 6.16 -7.11 7.00
H27 7.44 -5.69 5.39
H28 6.10 -6.03 4.28
H29 4.53 -6.35 6.12
C29 -1.77 -2.25 -2.77
C30 -2.40 -3.02 -1.64
O13 -3.32 -3.88 -2.33
C31 -2.78 -4.08 -3.57
O14 -3.13 -4.95 -4.31
O15 -1.80 -3.19 -3.84
F3 -3.09 -2.21 -0.81
H30 -2.36 -1.37 -3.04
H31 -0.75 -1.94 -2.54
H32 -1.70 -3.63 -1.07
C32 -4.15 3.18 4.06
C33 -5.58 3.49 3.68
O16 -5.47 3.82 2.31
C34 -4.39 3.13 1.83
O17 -4.16 2.95 0.68
O18 -3.63 2.65 2.84
F4 -6.05 4.57 4.36
H33 -3.59 4.08 4.34
H34 -4.08 2.46 4.86
H35 -6.27 2.65 3.80
C35 -4.90 -3.37 -7.64
C36 -3.45 -3.32 -7.24
O19 -3.14 -1.94 -7.36
C37 -4.30 -1.27 -7.13
O20 -4.37 -0.11 -6.89
O21 -5.38 -2.10 -7.20
F5 -2.67 -4.02 -8.10
H36 -5.02 -3.46 -8.73
H37 -5.44 -4.19 -7.16
H38 -3.26 -3.65 -6.22
C38 -0.93 1.78 8.00
C39 -1.59 3.04 7.50
O22 -2.46 2.56 6.49
C40 -2.79 1.28 6.86
O23 -3.70 0.68 6.40
O24 -1.96 0.81 7.82
F6 -0.69 3.88 6.94
H39 -0.06 1.50 7.40
H40 -0.63 1.85 9.05
H41 -2.17 3.58 8.26
C41 -6.63 5.12 -1.89
C42 -5.19 5.07 -1.48
O25 -4.78 6.43 -1.61
C43 -5.90 7.18 -1.39
O26 -5.89 8.34 -1.16
O27 -7.03 6.42 -1.46
F7 -4.45 4.31 -2.33
H42 -6.76 5.04 -2.97
H43 -7.23 4.34 -1.41
H44 -5.02 4.73 -0.46
C44 -6.45 -1.55 -2.44
C45 -7.36 -2.03 -1.34
O28 -7.42 -0.90 -0.48
C46 -7.24 0.19 -1.28
O29 -7.46 1.31 -0.94
O30 -6.74 -0.15 -2.49
F8 -6.82 -3.06 -0.66
H45 -5.40 -1.69 -2.21
H46 -6.67 -2.03 -3.39
H47 -8.37 -2.30 -1.67
C47 0.55 -6.20 -1.61
C48 0.19 -6.80 -2.95
O31 -0.35 -8.06 -2.60
C49 -0.89 -7.91 -1.35
O32 -1.65 -8.68 -0.86
O33 -0.45 -6.77 -0.76
F9 1.29 -6.99 -3.72
H48 1.54 -6.51 -1.27
H49 0.50 -5.12 -1.60
H50 -0.55 -6.22 -3.51

Results
Molecular weight   1682.41 Da
DFT total energy   -8473.46822 Eh
HOMO   -5.896 eV
Net charge   -1
Maximum force   2.4 eV/Å
Spin multiplicity   1
HOMO-LUMO gap   7.39 eV

***

- Among the records above, which one has the highest maximum force?
  C49H46CdN6O5

***

- Look up the spin multiplicity of the first one.
  1

***

- Number 2 is which compound?
  C49H46CuN5OSTe

***

- The highest spin multiplicity belongs to which entry?
  C49H46N5O5TeTi